[1]
Density functional theory data (ωB97M-V with the def2-TZVPD basis set) for a structure of composition C6H10S2.

XYZ file:
```
18
Properties=species:S:1:pos:R:3:forces:R:3
C -0.72598 0.36463 2.34248 2.679 -1.174 3.121
C -1.08902 -0.38376 1.01024 0.396 3.616 1.236
C 1.25476 -1.05430 -0.40693 2.110 -0.812 -1.093
C 0.45820 -0.43680 -1.42995 -0.820 2.009 -2.870
C 0.60537 0.79147 -2.33058 -6.009 -1.602 0.001
C -0.14194 0.87938 -0.95957 1.524 -0.496 -0.808
H 0.38995 0.84872 2.64414 -2.736 -1.654 -1.485
H -1.39006 1.13215 2.68503 -0.775 0.499 -0.474
H -0.92998 -0.52432 3.14252 0.991 2.168 -1.484
H -1.90776 -0.83716 1.44726 -2.030 -1.638 -0.092
H 1.67846 -2.05422 -0.80646 0.302 1.819 1.003
H 1.86137 -0.27174 0.04427 0.985 -0.707 0.118
H -0.16974 -1.19227 -1.87132 -0.784 0.310 -0.097
H 1.41347 1.34384 -2.41419 3.998 2.501 0.023
H -0.08655 1.00056 -3.24822 1.306 -1.280 1.638
H 0.50269 1.33145 -0.19565 -0.104 -0.037 -0.305
S 0.02967 -1.62617 0.65441 -0.541 -3.659 1.810
S -1.75291 0.68855 -0.30747 -0.492 0.135 -0.242
```
Positions in Å, forces in eV/Å.

Calculated values
Highest occupied orbital energy, eV: -8.502
Frontier orbital gap, eV: 9.3

These are the natural (NBO) partial charges, in e, on atoms 1 to 8:
1. C -0.62
2. C -0.57
3. C -0.56
4. C -0.26
5. C -0.37
6. C -0.42
7. H 0.21
8. H 0.22



[2]
Density functional theory data (ωB97M-V with the def2-TZVPD basis set) for a structure of composition C6H11AgCl2F4N4O8S4.

XYZ file:
```
40
Properties=species:S:1:pos:R:3:forces:R:3
Ag -0.35524 -1.82533 0.72519 1.283 -0.443 0.394
C 0.70451 3.62002 1.33905 -0.907 2.541 0.603
C 1.18159 2.28592 1.06842 0.310 -2.039 -0.176
N 1.79763 2.14415 -0.25353 1.485 -1.535 -1.915
C 2.90783 2.85897 -0.71346 -0.610 1.065 2.929
C 3.39420 2.30131 -1.80242 -0.099 -0.243 -1.241
N 2.54327 1.27777 -2.12099 -0.703 -0.576 1.963
C 1.67676 1.06352 -1.08152 0.693 2.730 0.008
C 2.73180 0.38788 -3.22977 0.604 -0.737 0.883
H 1.49234 4.32969 1.59162 0.162 0.147 -0.248
H 0.04907 3.61875 2.20997 0.053 -0.269 0.110
H 0.06811 4.01105 0.54521 0.193 0.005 -0.156
H 0.31741 1.62177 1.08235 0.386 -0.362 0.087
H 1.93986 1.95660 1.77883 -0.317 -0.296 0.187
H 3.36596 3.58720 -0.06063 -0.241 0.195 -0.256
H 4.30688 2.49671 -2.34579 -0.348 0.075 -0.131
H 1.04151 0.22988 -0.82092 -0.112 -0.287 -0.644
H 3.66386 0.66298 -3.72339 -0.458 0.348 -0.493
H 1.80845 0.40302 -3.80883 0.445 -0.561 -0.267
H 3.01195 -0.51736 -2.69110 -0.757 -0.941 -0.862
Cl 1.70651 -3.00075 -0.77639 -0.411 0.657 0.005
Cl 1.38682 -1.17760 2.85108 -0.443 0.352 -0.646
N -1.94657 -3.54593 1.59637 -0.888 -4.111 -0.595
S -2.75324 -3.25373 2.88023 -1.850 5.741 7.316
O -1.97334 -3.29177 4.14435 -1.783 -1.551 -2.286
O -4.23503 -3.48588 2.99688 3.854 -0.040 -0.919
F -2.61952 -1.67234 2.70287 -0.860 0.494 -0.726
S -2.29010 -5.18907 1.69250 0.881 -3.473 -6.001
O -3.55763 -5.58547 1.08834 1.155 1.030 1.586
O -1.72453 -5.93336 2.75948 -0.502 0.529 1.201
F -1.31156 -5.73966 0.49245 -0.214 1.234 0.554
N -1.51560 -0.12302 -0.61406 -0.898 2.501 1.233
S -1.63019 0.14385 -2.11531 0.565 -3.423 -8.502
O -1.01272 1.35175 -2.63473 -0.315 -0.135 1.064
O -2.80865 -0.31486 -2.85956 1.496 1.079 1.917
F -0.56769 -1.00717 -2.61055 -0.345 0.944 0.828
S -2.45895 1.17209 -0.15965 -3.574 0.510 5.415
O -3.86210 1.06730 -0.60944 3.273 0.839 -0.001
O -1.88422 2.49280 0.16262 -0.395 -2.419 -1.780
F -2.58943 0.57829 1.32420 0.189 0.424 -0.437
```
Positions in Å, forces in eV/Å.

Calculated values
Highest occupied orbital energy, eV: -2.594
Net charge: -2
Frontier orbital gap, eV: 6.3

These are the natural (NBO) partial charges, in e, on atoms 1 to 8:
1. Ag 0.86
2. C -0.63
3. C -0.23
4. N -0.28
5. C -0.07
6. C -0.06
7. N -0.30
8. C 0.32



[3]
Density functional theory data (ωB97M-V with the def2-TZVPD basis set) for a structure of composition C6H11AgCl4NiO4.

XYZ file:
```
27
Properties=species:S:1:pos:R:3:forces:R:3
Ag 0.60548 3.53769 -0.06226 -0.358 -0.044 0.492
Ni 3.26469 1.74975 -0.59748 -2.363 -0.208 0.534
C 0.88340 0.39343 1.03838 0.832 -1.418 -0.245
O 1.61550 1.44142 0.43593 1.676 0.941 -0.920
H -0.16825 0.63635 1.17180 0.058 0.231 0.102
H 0.95440 -0.50073 0.40333 -0.312 0.182 -0.179
H 1.35015 0.03257 1.95965 -0.192 0.538 0.266
C 2.96702 3.13872 -2.31736 0.184 -3.043 6.340
O 3.74890 3.76660 -1.52316 0.473 1.153 -2.093
O 1.78281 2.95659 -1.82964 -0.746 1.296 -2.639
O 3.41798 1.95420 -2.66863 0.695 0.354 -1.688
Cl -2.32511 -3.61259 3.03713 -0.115 0.051 0.089
C -2.12212 -1.84628 3.20110 0.257 -0.156 0.192
C -3.35019 -1.19856 3.79885 -0.116 -0.057 0.268
Cl -3.26120 0.57738 3.60570 0.078 0.032 -0.123
H -1.84895 -1.47919 2.21719 -0.201 0.178 -0.019
H -1.30014 -1.69239 3.89699 0.158 0.022 -0.195
H -3.35831 -1.37431 4.87102 -0.114 -0.085 -0.007
H -4.29236 -1.54331 3.38541 0.084 0.021 -0.232
Cl -0.65228 -2.69179 -3.66234 -0.061 0.014 0.007
C 0.21315 -1.52483 -2.65574 0.229 -0.207 0.523
C 0.35075 -0.16408 -3.29560 0.403 -0.361 0.472
Cl -1.21860 0.65138 -3.41300 0.055 0.163 -0.086
H 1.18947 -1.95222 -2.41542 0.122 0.091 -0.410
H -0.27232 -1.44710 -1.68192 -0.386 0.044 -0.208
H 0.83492 -0.23121 -4.26579 -0.247 0.076 -0.149
H 0.99119 0.42250 -2.63414 -0.093 0.192 -0.090
```
Positions in Å, forces in eV/Å.

Calculated values
Highest occupied orbital energy (alpha / beta), eV: -12.967 / -12.967
Net charge: +1
Spin multiplicity: 4
Frontier orbital gap (alpha / beta), eV: 6.9 / 5.0

These are the natural (NBO) partial charges, in e, on atoms 1 to 8:
1. Ag 0.98
2. Ni 1.56
3. C -0.25
4. O -1.01
5. H 0.19
6. H 0.18
7. H 0.19
8. C 0.92



[4]
Density functional theory data (ωB97M-V with the def2-TZVPD basis set) for an isolated molecule of C6H11BO2.

XYZ file:
```
20
Properties=species:S:1:pos:R:3:forces:R:3
C 1.63424 1.92995 -0.38462 -0.939 -2.628 0.986
C 1.51125 0.62617 0.00038 1.943 0.805 0.263
C 2.77934 -0.16560 0.28463 1.635 0.552 -1.118
C 0.29156 -0.10371 0.06244 -6.746 3.845 0.327
C 0.17195 -1.53607 -0.06711 -2.458 -1.720 -1.562
C -1.25656 0.74524 0.18402 8.753 -0.870 -0.794
B -2.56996 0.12264 -0.03098 -2.996 -1.161 0.367
O -3.63362 1.01273 0.11120 -1.772 -0.160 1.003
O -2.81922 -1.23468 -0.27895 4.219 2.056 -0.364
H 2.48633 2.48821 -0.56960 1.919 0.434 0.028
H 0.76246 2.45449 -0.50373 -2.047 1.253 -0.647
H 3.73878 0.55910 0.39023 -2.171 -1.906 -0.875
H 2.79361 -0.73463 1.19145 -0.501 -0.039 0.923
H 2.80833 -1.01023 -0.47929 0.786 1.325 0.502
H 0.38197 -2.18483 0.74121 -0.385 -0.168 1.938
H 0.84493 -2.02877 -0.69061 1.917 -0.011 -1.845
H -0.81112 -1.88543 -0.57096 1.383 0.887 1.425
H -0.99282 1.84635 0.23445 -0.981 -1.550 0.154
H -4.50925 0.73942 0.52767 1.962 0.205 -1.184
H -3.61220 -1.64036 -0.15183 -3.521 -1.147 0.472
```
Positions in Å, forces in eV/Å.

Calculated values
Highest occupied orbital energy (alpha / beta), eV: -7.601 / -8.349
Frontier orbital gap (alpha / beta), eV: 7.1 / 8.2
SMILES string: C=C(C)/C(C)=C/B(O)O

These are the natural (NBO) partial charges, in e, on atoms 1 to 8:
1. C -0.31
2. C -0.11
3. C -0.64
4. C 0.14
5. C -0.74
6. C -0.51
7. B 1.01
8. O -0.91



[5]
Density functional theory data (ωB97M-V with the def2-TZVPD basis set) for a cluster of 2 separate species, C6H11Br in total.

XYZ file:
```
18
Properties=species:S:1:pos:R:3:forces:R:3
C -0.03104 -1.41174 1.05602 0.133 -0.487 0.174
C 0.38089 -1.18422 -0.16773 -0.968 3.941 -1.979
C 0.31756 -2.59177 1.90672 0.006 0.020 -0.021
C -1.26320 1.19007 -0.41172 0.023 -0.050 -0.099
C 1.19604 1.40238 -1.10712 0.094 -0.012 -0.048
C -0.08461 0.63050 -1.14002 0.820 -3.588 1.791
Br 1.54451 -2.20776 -1.21575 0.102 -0.196 0.038
H -0.69374 -0.68780 1.51056 -0.102 0.224 -0.070
H -0.57591 -3.17747 2.12380 -0.011 -0.067 0.065
H 1.04668 -3.23084 1.41484 0.010 -0.053 0.024
H 0.73169 -2.24744 2.85464 0.015 -0.073 0.074
H -0.99163 1.50638 0.59342 0.014 0.033 0.089
H -2.06611 0.45949 -0.35042 -0.084 -0.004 0.013
H -1.64164 2.06215 -0.94693 -0.055 0.141 -0.007
H 2.04846 0.74846 -1.29887 -0.017 0.067 -0.042
H 1.33841 1.89168 -0.14438 0.028 -0.010 0.042
H 1.18869 2.16736 -1.88562 0.016 0.128 -0.022
H -0.31937 0.21834 -2.11622 -0.024 -0.015 -0.023
```
Positions in Å, forces in eV/Å.

Calculated values
Highest occupied orbital energy, eV: -8.937
Frontier orbital gap, eV: 9.9

These are the natural (NBO) partial charges, in e, on atoms 1 to 8:
1. C -0.30
2. C -0.12
3. C -0.64
4. C -0.66
5. C -0.65
6. C -0.06
7. Br 0.05
8. H 0.21



[6]
Density functional theory data (ωB97M-V with the def2-TZVPD basis set) for a cluster of 2 separate species, C6H11Br2 in total.

XYZ file:
```
19
Properties=species:S:1:pos:R:3:forces:R:3
Br -2.13583 0.13263 -2.17161 -0.933 0.483 0.005
Br -3.94318 1.37726 -1.38611 0.593 -0.420 -0.274
C 0.91185 -2.32781 0.70875 0.072 0.134 0.097
C -0.14431 -1.50231 -0.02505 0.122 0.351 0.055
C -0.02278 0.00995 0.21110 -0.198 -0.329 0.439
C 0.72004 0.79778 -0.66410 0.023 -0.568 -0.116
C 0.91444 2.25000 -0.46656 0.308 0.628 -0.141
C -0.69815 0.56443 1.28744 0.251 0.058 -0.354
H 0.77424 -3.39825 0.52663 -0.016 0.132 0.015
H 1.91580 -2.05389 0.36930 -0.078 -0.022 0.142
H 0.83751 -2.14979 1.78654 0.141 -0.055 -0.120
H -0.05467 -1.71445 -1.09677 -0.157 0.066 0.072
H -1.13372 -1.82681 0.31257 0.037 0.044 -0.211
H 1.13918 0.33656 -1.56401 -0.070 0.085 0.343
H 1.56259 2.66551 -1.25291 -0.196 -0.068 0.341
H -0.03527 2.80802 -0.49468 0.138 -0.146 -0.020
H 1.37049 2.46065 0.51506 -0.081 -0.003 -0.291
H -1.30406 -0.07379 1.92531 0.077 0.226 -0.014
H -0.67416 1.64432 1.47909 -0.033 -0.597 0.032
```
Positions in Å, forces in eV/Å.

Calculated values
Highest occupied orbital energy (alpha / beta), eV: -7.457 / -9.441
Spin multiplicity: 2
Frontier orbital gap (alpha / beta), eV: 5.8 / 7.8

These are the natural (NBO) partial charges, in e, on atoms 1 to 8:
1. Br 0.01
2. Br 0.00
3. C -0.60
4. C -0.42
5. C -0.09
6. C -0.11
7. C -0.68
8. C -0.37



Results for max |F|: 6.219 9.481 7.035 8.832 4.515 1.050 (in eV Å⁻¹, following the order of the records).
Results for relative energy (zero: lowest compared OMol25 entry of this formula, charge and spin): 82.9 85.6 0.0 73.8 35.1 20.5 (in kcal/mol, following the order of the records).